1.
Density functional theory data (ωB97M-V/def2-TZVPD) for a molecular structure, C24H19B2ClF4IN6O9V.

ORCA input file:
```
! RIJCOSX wB97M-V def2-TZVPD def2/J DEFGRID3
* xyz -1 2
I -1.35 -4.14 0.34
V 0.08 0.43 0.41
Cl -5.79 -2.58 -2.82
F 2.82 1.76 2.87
F -2.21 0.81 3.69
F 4.18 2.57 1.18
F -3.74 -0.76 2.92
O 2.97 0.64 0.81
O -0.78 -1.07 -0.17
O 0.78 0.98 -1.08
O 1.82 1.78 -2.87
O -1.50 -1.16 2.60
O -2.73 0.66 1.40
O 4.97 -1.64 -5.28
O 1.90 2.88 1.00
O 5.98 -2.99 -3.75
N -0.28 -0.73 2.26
N 1.88 -0.07 1.20
N 1.93 -1.38 -1.32
N 0.67 2.39 1.13
N -2.12 0.81 -1.54
N -1.60 1.36 1.15
C -2.41 -2.69 -0.69
C -4.31 -2.11 -2.04
C 0.62 -2.64 3.52
C 3.98 -1.91 -3.17
C 5.10 -2.22 -4.18
C 2.52 -2.57 -1.38
C 3.35 -0.67 -3.13
C -4.50 0.24 -2.88
C -2.65 -0.43 -1.50
C -3.85 -0.77 -2.15
C -0.03 4.71 1.02
C -1.61 2.63 1.27
C 2.36 -0.45 -2.18
C 1.68 0.87 -2.10
C 2.00 -0.93 2.14
C -2.74 1.73 -2.23
C 3.30 -1.37 2.71
C -3.94 1.49 -2.93
C -0.28 3.25 1.12
C 3.55 -2.87 -2.27
C -3.61 -3.04 -1.33
C -2.82 3.42 1.60
C 0.71 -1.44 2.64
C -1.91 -1.41 -0.75
B -2.57 -0.10 2.70
B 3.01 1.96 1.50
H -0.40 -2.76 3.87
H 1.30 -2.54 4.37
H 3.62 0.11 -3.83
H -2.58 4.21 2.32
H -4.40 2.29 -3.49
H -3.20 3.91 0.69
H 0.91 -3.53 2.96
H 3.30 -1.25 3.79
H -5.42 0.02 -3.40
H 4.11 -0.79 2.28
H 0.58 5.04 1.86
H 4.03 -3.84 -2.26
H 2.14 -3.32 -0.69
H 3.44 -2.43 2.48
H 0.55 4.92 0.12
H -2.28 2.71 -2.26
H -3.59 2.77 2.00
H -3.98 -4.05 -1.26
H -0.96 5.28 1.00
*
```

Calculated values
<S²>: 0.76
Gap between HOMO and LUMO (alpha / beta), eV: 5.21 / 5.61
E_LUMO (alpha / beta), eV: 0.01 / 0.42
HOMO energy (alpha / beta), eV: -5.2 / -5.2

=====

2.
Density functional theory data (ωB97M-V/def2-TZVPD) for a molecular structure, C24H19BBaF2N4O2.

ORCA input file:
```
! RIJCOSX wB97M-V def2-TZVPD def2/J DEFGRID3
* xyz 0 1
Ba -0.02 -0.77 -0.72
F -0.70 1.85 2.14
F 0.62 0.41 3.20
O 3.56 2.52 -0.72
O -3.50 2.63 -0.46
N 0.01 2.08 -0.89
N 2.36 0.70 -1.25
N -0.03 -4.78 -0.90
N -2.38 0.78 -1.10
C 4.50 -2.13 -0.62
C 3.87 -3.17 1.45
C 1.25 4.13 -0.62
C -3.22 -2.22 1.72
C -1.13 4.16 -0.51
C -3.88 -0.93 -0.21
C -1.10 2.79 -0.73
C -4.57 -2.04 -0.70
C -4.50 1.57 -0.40
C -2.36 2.01 -0.79
C 4.52 -3.22 0.23
C 3.83 -0.97 -0.26
C 2.38 1.94 -0.97
C 3.19 -2.01 1.82
C -3.90 -3.32 1.22
C 1.16 2.76 -0.83
C -3.21 -1.03 1.01
C -3.79 0.34 -1.01
C 0.01 -3.62 -0.84
C 4.55 1.46 -0.79
C 3.74 0.21 -1.20
C 3.18 -0.92 0.98
C 0.07 4.84 -0.45
C -4.58 -3.23 0.02
B 0.00 0.67 2.01
H -5.37 1.90 -0.95
H 5.00 1.36 0.20
H -2.66 -0.18 1.40
H -2.67 -2.29 2.65
H -4.75 1.42 0.65
H 5.30 1.75 -1.51
H 3.86 -4.03 2.10
H 2.22 4.59 -0.57
H 5.03 -4.13 -0.07
H 0.10 5.91 -0.28
H -5.10 -4.09 -0.38
H -4.15 0.15 -2.02
H 4.98 -2.19 -1.59
H 2.66 -1.96 2.76
H 4.03 -0.13 -2.20
H -2.08 4.65 -0.37
H 2.63 -0.03 1.28
H -5.07 -1.97 -1.66
H -3.89 -4.26 1.76
*
```

Calculated values
Gap between HOMO and LUMO, eV: 6.10
E_LUMO, eV: -0.72
HOMO energy, eV: -6.8

=====

Electronic energy (Ha)
-4083.1628, -1545.6696
Largest force on an atom (Eh/bohr)
0.01311, 0.01987